A molecular structure, C27H57N2OP3Re at a distorted geometry, computed with ωB97M-V/def2-TZVPD.

Each line ends with the Löwdin spin population.
Geometry (Å):
Re -0.621 0.285 0.551  1.368
P -1.741 -0.105 -1.636  0.068
P 1.616 0.346 1.688  0.117
N -0.563 -1.477 0.604  0.197
H -1.940 1.173 0.021  0.010
C -0.670 -0.363 -3.088  0.006
H -1.184 -0.051 -4.018  0.000
H -0.419 -1.435 -3.173  0.000
H 0.271 0.205 -2.979  0.002
C -2.972 1.111 -2.245  0.010
H -3.024 1.086 -3.352  0.001
H -2.658 2.122 -1.919  0.002
H -3.973 0.898 -1.820  0.000
C -2.707 -1.681 -1.678  0.018
H -3.572 -1.583 -2.361  0.002
H -3.081 -1.963 -0.681  0.001
H -2.054 -2.497 -2.035  0.002
C 3.108 0.171 0.672  0.012
H 4.029 -0.029 1.264  0.001
H 3.274 1.082 0.065  0.001
H 2.973 -0.667 -0.034  0.001
C 2.107 1.750 2.756  0.018
H 3.149 1.644 3.105  0.002
H 1.470 1.825 3.648  0.000
H 2.033 2.701 2.212  0.002
C 1.823 -1.075 2.817  0.013
H 2.696 -0.966 3.484  0.002
H 1.955 -2.006 2.247  0.001
H 0.943 -1.221 3.457  0.001
C -0.285 -2.807 0.597  0.031
C 0.629 -4.837 -0.489  -0.007
C 0.486 -3.428 -0.442  0.055
C -0.843 -3.639 1.628  0.056
C -0.696 -5.022 1.570  -0.001
C 0.018 -5.597 0.540  0.062
H 1.179 -5.285 -1.283  -0.002
H 0.911 -2.778 -1.216  0.004
H -1.423 -3.106 2.403  0.004
H -1.170 -5.614 2.370  -0.002
H 0.127 -6.680 0.501  0.004
C 1.254 2.775 -1.322  0.347
O 1.252 1.528 -0.992  0.057
C 0.461 3.087 -2.615  0.045
H -0.044 4.082 -2.600  0.004
H -0.334 2.333 -2.866  0.006
H 1.257 3.052 -3.371  0.009
C 1.151 3.820 -0.207  0.054
H 2.173 3.907 0.136  0.009
H 0.484 3.577 0.671  0.020
H 0.774 4.780 -0.597  0.001
C -4.600 -0.378 1.335  0.005
C -4.237 0.110 2.757  0.003
C -5.491 0.553 3.509  0.000
C -3.557 -1.076 3.480  0.000
P -3.046 1.499 2.696  0.066
N -1.925 0.689 1.718  0.246
C -3.726 3.081 1.926  0.004
C -4.461 3.872 3.048  0.002
C -2.635 3.960 1.307  0.008
C -4.730 2.743 0.817  0.001
C -2.021 1.804 4.222  0.021
C -1.051 0.628 4.469  0.001
C -1.168 3.073 4.031  0.002
C -2.955 1.954 5.433  0.007
H -5.079 -1.367 1.414  0.000
H -3.706 -0.508 0.706  0.002
H -5.293 0.289 0.813  0.000
H -5.252 0.943 4.504  0.000
H -6.049 1.309 2.950  0.000
H -6.136 -0.328 3.631  0.000
H -2.597 -1.352 3.005  0.000
H -3.405 -0.881 4.553  0.000
H -4.222 -1.955 3.402  0.000
H -3.765 4.293 3.789  0.000
H -4.998 4.717 2.581  0.000
H -5.211 3.254 3.570  0.000
H -2.063 3.415 0.541  0.007
H -3.125 4.816 0.809  0.000
H -1.934 4.384 2.034  0.000
H -4.264 2.145 0.019  0.001
H -5.635 2.240 1.190  0.000
H -5.071 3.686 0.355  0.000
H -0.490 0.377 3.554  0.003
H -0.314 0.923 5.236  0.000
H -1.549 -0.281 4.831  0.000
H -1.770 3.991 4.020  0.000
H -0.474 3.162 4.884  0.000
H -0.553 3.021 3.119  0.004
H -3.704 2.742 5.286  0.000
H -3.470 1.014 5.671  0.000
H -2.343 2.231 6.305  0.002

- E_HOMO (spin up / spin down): -4.90 / -5.33 eV
- Spin multiplicity: 4
- Net charge: 0
- <S²>: 3.80
- Orbital gap (spin up / spin down): 5.4 / 5.8 eV

5 unconnected molecules or ions with the total composition C27H57N8O4 at a distorted geometry, computed with ωB97M-V/def2-TZVPD.

Each line ends with the Löwdin charge.
Geometry (Å):
C 6.506 1.657 0.323  0.174
C 6.040 1.076 -0.613  -0.086
C 5.409 0.425 -1.760  -0.272
C 3.885 0.465 -1.662  -0.089
C 3.412 -0.365 -0.492  -0.208
C 1.906 -0.415 -0.321  -0.156
C 1.260 -1.537 0.182  -0.012
C -0.106 -1.466 0.346  -0.045
C -0.769 -0.306 0.007  -0.124
N -0.188 0.773 -0.508  0.106
C 1.133 0.681 -0.650  -0.088
N 3.943 -1.746 -0.758  0.177
C 5.221 -1.897 -1.085  -0.359
N 5.880 -3.054 -0.734  0.147
N 5.863 -0.991 -1.825  0.170
H 6.873 2.109 1.213  0.049
H 5.736 0.953 -2.652  0.159
H 3.600 1.507 -1.583  0.129
H 3.471 0.070 -2.588  0.150
H 3.876 -0.038 0.438  0.160
H 1.774 -2.445 0.458  0.108
H -0.667 -2.304 0.731  0.110
H -1.838 -0.255 0.168  0.107
H 1.618 1.557 -1.061  0.112
H 3.747 -2.419 -0.026  0.146
H 5.817 -3.885 -1.327  0.070
H 6.371 -3.104 0.142  0.117
H 6.857 -1.089 -1.635  0.165
C 3.795 -6.947 -0.553  -0.062
C 4.797 -6.912 -1.702  -0.415
C 5.379 -8.280 -2.074  -0.207
O 6.356 -8.754 -1.175  -0.185
C 5.864 -9.427 -0.028  -0.094
N 5.864 -5.948 -1.383  0.024
H 4.288 -7.073 0.412  0.067
H 3.234 -6.012 -0.513  0.067
H 3.080 -7.760 -0.680  0.085
H 4.270 -6.542 -2.586  0.137
H 5.891 -8.180 -3.035  0.126
H 4.582 -9.021 -2.207  0.126
H 4.963 -10.001 -0.260  0.094
H 5.653 -8.734 0.791  0.075
H 6.640 -10.115 0.302  0.092
H 6.475 -5.870 -2.194  0.089
H 6.459 -6.375 -0.675  0.087
C -4.439 4.749 -0.546  -0.064
C -3.498 3.559 -0.703  -0.430
C -3.466 2.620 0.509  -0.209
O -2.726 3.104 1.612  -0.189
C -3.428 3.988 2.465  -0.105
N -2.160 4.043 -1.052  0.042
H -4.018 5.514 0.108  0.059
H -4.616 5.215 -1.514  0.078
H -5.404 4.442 -0.137  0.081
H -3.860 2.962 -1.545  0.136
H -2.958 1.704 0.198  0.093
H -4.479 2.339 0.827  0.122
H -4.485 3.718 2.547  0.095
H -3.335 5.023 2.126  0.059
H -2.974 3.920 3.454  0.090
H -1.564 3.246 -1.259  0.051
H -1.752 4.454 -0.216  0.068
C -2.686 9.163 4.433  -0.068
C -3.437 7.891 4.055  -0.437
C -4.291 8.032 2.786  -0.216
O -5.500 8.737 2.971  -0.186
C -5.400 10.148 2.924  -0.103
N -4.225 7.440 5.205  0.042
H -3.346 9.903 4.884  0.066
H -1.910 8.935 5.163  0.076
H -2.208 9.614 3.561  0.079
H -2.689 7.118 3.848  0.127
H -4.590 7.030 2.463  0.105
H -3.712 8.475 1.964  0.122
H -4.644 10.470 2.202  0.091
H -5.168 10.572 3.903  0.076
H -6.370 10.533 2.609  0.088
H -4.639 6.535 4.999  0.068
H -5.021 8.064 5.302  0.072
C -3.792 -4.386 -3.534  -0.065
C -2.575 -3.659 -2.973  -0.434
C -2.217 -4.065 -1.538  -0.218
O -3.043 -3.510 -0.534  -0.205
C -4.261 -4.197 -0.296  -0.095
N -2.777 -2.214 -3.111  0.046
H -4.722 -3.989 -3.129  0.068
H -3.833 -4.263 -4.615  0.078
H -3.751 -5.455 -3.316  0.080
H -1.714 -3.930 -3.592  0.134
H -1.215 -3.681 -1.323  0.102
H -2.172 -5.158 -1.436  0.121
H -4.138 -5.276 -0.420  0.092
H -5.057 -3.845 -0.956  0.079
H -4.555 -3.993 0.732  0.089
H -1.928 -1.722 -2.849  0.061
H -3.467 -1.925 -2.423  0.071

- E_HOMO: -10.27 eV
- Net charge: +1
- Orbital gap: 7.0 eV

A molecular structure, C27H58B2BeBr4CaCl4CsF4N4O2Si3 at a distorted geometry, computed with ωB97M-V/def2-TZVPD.

Each line ends with the Löwdin charge.
Geometry (Å):
C -1.970 -5.293 2.403  -0.250
C -3.104 -4.339 2.738  -0.298
O -3.665 -3.778 1.576  -0.190
Si -3.216 -2.215 1.174  0.639
C -3.726 -1.924 -0.616  -0.198
C -4.236 -0.508 -0.834  -0.245
C -3.114 0.502 -0.643  -0.220
C -2.339 0.782 -1.943  -0.163
N -0.854 0.759 -1.788  0.021
C -0.283 2.054 -1.747  -0.639
N -0.395 2.913 -2.653  0.108
N 0.503 2.332 -0.550  -0.397
C -4.157 -0.969 2.240  -0.269
C -4.229 -1.251 3.725  -0.809
C -5.281 -0.413 4.418  -0.150
Br -2.522 -0.941 4.606  0.784
B -1.176 -1.989 1.144  -0.492
O -0.510 -1.033 1.864  0.053
C -0.367 -2.913 0.175  -0.200
C 0.244 -2.176 -1.017  -0.091
H -2.316 -6.331 2.297  0.000
H -1.385 -5.000 1.530  0.051
H -1.282 -5.258 3.256  -0.064
H -3.869 -4.911 3.249  0.083
H -2.740 -3.609 3.457  0.080
H -4.484 -2.642 -0.915  0.087
H -2.875 -2.098 -1.269  0.079
H -5.082 -0.265 -0.206  0.101
H -4.605 -0.416 -1.852  0.106
H -2.387 0.182 0.091  0.059
H -3.563 1.421 -0.281  0.102
H -2.587 0.001 -2.650  0.122
H -2.651 1.739 -2.344  0.111
H -0.468 0.268 -2.586  0.110
H -0.936 2.491 -3.405  0.035
H 1.480 2.148 -0.801  0.109
H 0.392 3.298 -0.269  -0.137
H -3.733 0.013 2.056  0.080
H -5.188 -0.966 1.895  0.093
H -4.497 -2.287 3.886  0.021
H -5.265 -0.553 5.488  0.066
H -6.245 -0.709 4.020  0.086
H -5.139 0.631 4.165  0.081
H -0.295 -1.256 2.770  0.069
H -1.008 -3.699 -0.223  0.084
H 0.436 -3.411 0.721  0.100
H 0.814 -1.308 -0.713  0.074
H 0.883 -2.840 -1.579  0.058
H -0.533 -1.852 -1.700  0.054
C 8.049 4.439 1.294  -0.188
Si 6.725 5.386 0.383  0.343
C 7.531 6.906 -0.395  -0.158
C 5.448 5.962 1.648  -0.154
N 6.009 4.370 -0.813  -0.042
Si 4.763 4.720 -1.946  0.322
C 5.209 6.111 -3.126  -0.161
C 3.141 5.160 -1.081  -0.177
C 4.458 3.188 -2.983  -0.243
H 8.514 5.074 2.052  0.032
H 7.628 3.567 1.795  0.032
H 8.829 4.099 0.612  0.028
H 8.125 7.405 0.373  0.038
H 6.796 7.619 -0.770  0.024
H 8.192 6.624 -1.214  0.033
H 4.872 5.130 2.056  -0.012
H 4.759 6.694 1.225  0.003
H 5.991 6.437 2.469  0.053
H 5.214 7.081 -2.628  0.026
H 4.472 6.149 -3.932  0.036
H 6.191 5.947 -3.571  0.036
H 2.890 4.434 -0.307  0.010
H 2.327 5.185 -1.814  0.035
H 3.191 6.143 -0.616  -0.035
H 4.151 2.343 -2.362  0.017
H 5.347 2.894 -3.544  0.038
H 3.650 3.391 -3.701  -0.133
Ca -0.401 -6.857 2.914  0.994
B -5.853 -2.884 -3.808  -1.228
F -5.815 -4.185 -3.471  0.198
F -6.569 -2.109 -2.968  0.205
F -4.677 -2.363 -4.202  0.222
F -6.706 -2.836 -5.206  -0.316
C 2.279 -6.128 -3.016  -0.102
C 3.601 -6.277 -3.409  -0.093
C 4.192 -5.326 -4.228  -0.089
C 3.463 -4.223 -4.649  -0.090
C 2.142 -4.073 -4.255  -0.103
C 1.550 -5.027 -3.440  -0.116
H 1.818 -6.872 -2.380  0.095
H 4.172 -7.134 -3.079  0.102
H 5.221 -5.444 -4.540  0.104
H 3.925 -3.481 -5.287  0.103
H 1.574 -3.213 -4.584  0.099
H 0.516 -4.914 -3.137  0.095
Be 1.716 2.560 -4.162  0.448
Cl -8.095 -3.711 -5.204  0.908
C 1.677 8.173 1.962  -1.602
Br 2.927 9.109 3.068  0.597
Br 1.858 8.688 0.104  0.560
Br 1.855 6.260 2.235  0.471
H 0.686 8.469 2.270  -0.036
Cl 2.889 4.286 4.078  -0.530
Cs -0.868 2.837 1.088  1.293
Cl -4.278 -7.102 5.234  0.497
C -5.822 -6.696 6.040  -0.634
C -6.427 -5.443 5.465  -0.639
Cl -5.446 -3.996 5.831  0.591
H -5.619 -6.597 7.101  0.073
H -6.497 -7.534 5.886  0.080
H -7.413 -5.284 5.895  0.079
H -6.522 -5.511 4.385  0.069

- E_HOMO: -7.44 eV
- Net charge: +1
- Orbital gap: 1.1 eV

4 unconnected molecules or ions with the total composition C27H58BClN2O15P3 at a distorted geometry, computed with ωB97M-V/def2-TZVPD.

Each line ends with the Löwdin charge.
Geometry (Å):
N -6.581 1.200 2.468  0.129
B -5.415 0.615 1.688  -0.451
O -4.477 -0.323 2.263  0.108
N -5.279 1.139 0.244  0.038
C -6.470 1.280 -0.558  0.060
C -6.378 1.857 -2.019  0.098
C -4.949 2.239 -2.520  -0.021
C -4.723 2.891 -3.986  -0.318
O -4.409 2.188 -4.984  0.113
O -4.941 4.310 -4.120  -0.022
C -4.713 5.000 -2.858  -0.192
C -4.583 6.620 -3.037  -0.197
C -3.499 7.204 -1.960  -0.545
Cl -2.314 8.222 -2.939  0.496
C -3.691 2.042 -1.625  0.081
C -3.922 1.457 -0.196  0.085
H -7.439 0.822 2.008  0.082
H -6.650 2.222 2.305  0.088
H -3.845 0.251 2.776  0.136
H -7.530 1.035 -0.195  0.147
H -7.294 2.008 -2.685  0.138
H -3.692 4.660 -2.434  0.116
H -5.570 4.859 -2.089  0.141
H -5.596 7.066 -2.692  0.118
H -4.358 6.934 -4.110  0.107
H -4.015 7.811 -1.127  0.092
H -2.893 6.381 -1.447  0.067
H -2.668 2.346 -2.055  0.143
H -2.995 1.303 0.473  0.158
O 3.126 -2.199 0.177  -0.211
P 1.703 -1.711 0.464  0.700
O 1.859 -0.226 -0.241  -0.232
C 1.765 -0.150 -1.654  -0.289
C 0.352 -0.431 -2.140  -0.081
O 1.990 -1.264 2.039  -0.229
C 3.092 -1.832 2.748  -0.290
C 4.353 -0.998 2.576  -0.064
O 0.071 -1.261 0.759  -0.230
C -0.852 -2.346 0.782  -0.318
C -0.529 -3.365 1.860  -0.077
H 2.477 -0.840 -2.117  0.116
H 2.054 0.865 -1.941  0.121
H 0.082 -1.478 -1.967  0.061
H 0.262 -0.235 -3.211  0.077
H -0.379 0.183 -1.604  0.063
H 3.250 -2.870 2.445  0.105
H 2.822 -1.861 3.810  0.104
H 4.509 -0.685 1.543  0.072
H 5.232 -1.557 2.905  0.084
H 4.283 -0.081 3.164  0.073
H -0.863 -2.825 -0.203  0.106
H -1.845 -1.925 0.958  0.107
H 0.440 -3.842 1.682  0.074
H -1.287 -4.151 1.885  0.084
H -0.477 -2.888 2.841  0.086
O 0.692 -1.515 -9.009  -0.222
P 0.196 -2.301 -7.791  0.700
O -0.017 -0.995 -6.795  -0.237
C -1.189 -0.213 -6.967  -0.299
C -2.440 -0.958 -6.533  -0.084
O 1.703 -2.765 -7.262  -0.229
C 2.802 -2.780 -8.174  -0.298
C 3.528 -1.442 -8.191  -0.075
O -0.413 -3.264 -6.504  -0.216
C -1.103 -4.442 -6.929  -0.310
C -0.219 -5.371 -7.741  -0.082
H -1.272 0.109 -8.010  0.112
H -1.072 0.682 -6.351  0.114
H -2.647 -1.796 -7.206  0.062
H -3.310 -0.298 -6.544  0.070
H -2.321 -1.371 -5.528  0.079
H 2.468 -3.071 -9.173  0.102
H 3.495 -3.562 -7.843  0.117
H 2.842 -0.594 -8.222  0.070
H 4.197 -1.378 -9.053  0.080
H 4.119 -1.321 -7.282  0.074
H -1.983 -4.149 -7.511  0.104
H -1.454 -4.957 -6.032  0.121
H 0.109 -4.898 -8.673  0.070
H -0.758 -6.284 -8.003  0.084
H 0.681 -5.635 -7.182  0.089
O 3.060 -0.747 9.525  -0.226
P 3.474 0.204 8.396  0.699
O 3.124 -0.821 7.144  -0.230
C 1.766 -0.951 6.752  -0.302
C 1.244 0.309 6.086  -0.083
O 5.105 -0.098 8.508  -0.226
C 5.647 -0.627 9.717  -0.299
C 5.652 -2.149 9.705  -0.075
O 3.898 1.365 7.203  -0.211
C 3.682 2.721 7.601  -0.309
C 4.486 3.100 8.832  -0.083
H 1.151 -1.215 7.619  0.110
H 1.713 -1.782 6.043  0.107
H 1.177 1.131 6.806  0.059
H 0.246 0.147 5.670  0.073
H 1.913 0.635 5.285  0.081
H 5.112 -0.232 10.584  0.102
H 6.678 -0.265 9.803  0.117
H 4.715 -2.567 9.333  0.070
H 5.831 -2.542 10.709  0.079
H 6.434 -2.521 9.042  0.075
H 2.613 2.873 7.783  0.103
H 3.970 3.358 6.762  0.122
H 4.183 2.510 9.704  0.070
H 4.341 4.154 9.077  0.083
H 5.550 2.913 8.672  0.090

- E_HOMO: -11.27 eV
- Net charge: +1
- Orbital gap: 5.6 eV